[1]
Entry from the Open Molecules 2025 dataset: a structure of composition C24H43ErN2P3S (the ωB97M-V functional and the def2-TZVPD basis).

Summary:
* gap between HOMO and LUMO (spin up / spin down): 0.26419 / 0.26919 hartree
* HOMO (spin up / spin down): -16.5 / -16.5 eV
* M: 651.87 u
* LUMO (spin up / spin down): -9.29 / -9.15 eV
* spin multiplicity: 4
* energy relative to the best compared isomer or geometry (same formula, charge and spin): 0.00 kJ/mol
* total charge: +3

Each line ends with the Mulliken spin population.
Geometry (Å):
Er  -0.803075  -0.161879  -0.334662  3.044
P  1.769672  0.049923  0.472170  -0.007
P  -0.317364  -0.842940  -2.939963  -0.006
P  -1.142325  -0.335577  2.510374  -0.009
H  -4.774951  -2.966424  -0.146605  0.000
C  -4.624501  -2.259865  0.698170  0.000
C  -4.644589  -0.943764  0.493128  0.000
H  -4.782142  -0.629157  -0.543502  0.000
C  2.793285  -1.423979  0.853045  0.000
C  2.838064  0.812205  -0.817661  -0.001
C  2.209333  1.191328  1.839860  0.000
C  -1.340411  -1.188324  -4.388489  -0.001
C  0.904190  0.366406  -3.541907  -0.001
C  0.727823  -2.318453  -2.562520  0.000
C  -2.778554  -0.836221  3.184530  -0.002
C  -0.964540  1.233378  3.389703  0.000
C  -0.031037  -1.467568  3.415510  -0.001
H  -4.450003  -2.725886  1.678500  0.000
H  -4.687055  -0.158117  1.250424  0.000
H  3.814079  -1.074877  1.075357  0.000
H  2.813818  -2.091146  -0.021652  0.000
H  2.386450  -1.972188  1.713961  0.000
H  3.682469  1.313416  -0.322304  0.000
H  2.275543  1.576147  -1.369373  0.001
H  3.210507  0.042672  -1.510071  0.000
H  3.193903  1.623717  1.615728  0.000
H  2.252076  0.662844  2.799864  0.000
H  1.489497  2.013954  1.905718  0.000
H  -0.866998  -0.827392  -5.302075  0.000
H  -2.279791  -0.623391  -4.248992  0.000
H  -1.621592  -2.242541  -4.506282  0.000
H  1.814945  -0.128561  -3.892665  0.000
H  1.203253  1.071750  -2.768696  0.000
H  0.483277  0.935273  -4.374088  0.000
H  0.752044  -2.960616  -3.451387  0.000
H  0.351131  -2.917811  -1.713753  0.000
H  1.749496  -1.996427  -2.312822  0.000
H  -2.636380  -1.157701  4.228889  0.000
H  -3.274818  -1.648704  2.648874  0.000
H  -3.458149  0.029227  3.155187  0.000
H  -0.966332  1.019631  4.462431  0.000
H  -1.815435  1.873823  3.137834  0.000
H  -0.039885  1.741350  3.116907  0.000
H  -0.522713  -1.743400  4.355374  0.000
H  0.920239  -0.976842  3.645096  0.000
H  0.178777  -2.381711  2.846698  0.000
C  -1.670493  -3.915940  -0.497709  0.000
C  -0.754679  -4.690184  0.148145  0.000
C  -0.506307  -5.987083  -0.296573  0.000
C  -1.297898  -6.493955  -1.358387  -0.001
C  -2.051354  -5.642095  -2.140762  0.000
C  -2.327139  -4.378487  -1.655437  0.000
S  -2.053997  -2.401185  0.268018  -0.003
H  -1.676408  -2.277682  1.602505  -0.002
H  -0.231455  -4.290109  1.035846  0.000
H  0.249866  -6.554527  0.233959  0.000
H  -1.233182  -7.526737  -1.645986  0.000
H  -2.468247  -5.958697  -3.107912  0.000
H  -3.038214  -3.703564  -2.097330  0.000
N  -3.130173  3.099409  -1.299748  -0.001
C  -2.832732  1.852309  -0.954974  0.002
N  -1.559879  1.822192  -0.524347  -0.008
C  -1.014519  3.100458  -0.652323  -0.004
C  0.287323  3.529305  -0.395599  0.000
C  0.555779  4.888970  -0.643355  -0.001
C  -0.465592  5.740382  -1.110347  0.000
C  -1.757642  5.262008  -1.370748  -0.001
C  -2.009761  3.919697  -1.126807  -0.001
H  -4.014828  3.424293  -1.617517  0.000
H  -3.518987  0.994303  -0.999628  0.000
H  1.042360  2.809386  -0.029849  0.001
H  1.564168  5.272446  -0.444301  0.000
H  -0.245529  6.794248  -1.287065  0.000
H  -2.580823  5.859038  -1.726199  0.000

Forces on atoms 1 to 3 (eV/Å):
0.1 -0.9 0.3
2.5 0.2 0.3
0.6 -0.6 -0.3



[2]
Entry from the Open Molecules 2025 dataset: a structure of composition C24H43EuN2P3S2 (the ωB97M-V functional and the def2-TZVPD basis).

Summary:
* gap between HOMO and LUMO (spin up / spin down): 0.24485 / 0.09372 hartree
* HOMO (spin up / spin down): -15.3 / -15.3 eV
* M: 668.64 u
* LUMO (spin up / spin down): -8.66 / -12.76 eV
* spin multiplicity: 7
* energy relative to the best compared isomer or geometry (same formula, charge and spin): 0.00 kJ/mol
* total charge: +3

Each line ends with the Mulliken spin population.
Geometry (Å):
Eu  0.428885  0.417055  0.296656  4.101
P  0.130934  -2.547468  0.511698  -0.002
P  1.370670  -0.218185  -2.375626  -0.023
P  -2.181733  0.443138  1.737922  -0.016
H  -4.022335  6.073081  -6.536823  0.000
C  -4.241578  6.564909  -5.585853  0.002
C  -3.417807  7.479025  -5.065056  0.001
H  -2.490872  7.765870  -5.568475  0.000
C  -1.113109  -3.489208  -0.438694  0.000
C  1.656279  -3.493847  0.114626  0.000
C  -0.224904  -3.117787  2.217676  -0.002
C  1.607241  1.395304  -3.208016  0.009
C  3.053893  -0.945538  -2.400980  0.001
C  0.431228  -1.168100  -3.617344  0.001
C  -3.022708  2.068884  1.696236  0.017
C  -1.941511  0.197079  3.543955  -0.002
C  -3.523147  -0.701833  1.285264  -0.002
H  -5.191015  6.309681  -5.109159  0.000
H  -3.663596  8.013468  -4.144059  0.000
H  -1.069639  -4.556493  -0.181817  0.000
H  -0.910291  -3.339997  -1.506187  0.000
H  -2.104664  -3.078753  -0.214784  0.001
H  1.619245  -4.510438  0.536976  0.000
H  2.526755  -2.960318  0.520437  -0.001
H  1.774426  -3.529923  -0.976334  0.000
H  -0.036876  -4.195591  2.331147  0.000
H  -1.267928  -2.878618  2.460129  0.000
H  0.411130  -2.561753  2.918772  0.000
H  2.310101  1.296229  -4.047260  0.000
H  2.000446  2.130065  -2.490500  -0.004
H  0.639942  1.782005  -3.553845  0.000
H  3.175293  -1.637368  -3.247861  0.000
H  3.214693  -1.497714  -1.462190  0.000
H  3.795888  -0.134353  -2.451668  0.000
H  0.797248  -0.992994  -4.637161  0.000
H  -0.618087  -0.854550  -3.543051  0.000
H  0.481074  -2.235672  -3.368234  0.000
H  -3.871163  2.108720  2.393730  0.001
H  -3.355497  2.261725  0.669503  -0.004
H  -2.289213  2.852786  1.929648  -0.010
H  -2.902580  0.069722  4.072542  0.000
H  -1.403461  1.074583  3.938361  0.000
H  -1.302791  -0.686198  3.700221  0.000
H  -4.482306  -0.411320  1.727404  0.000
H  -3.254470  -1.718073  1.592842  0.000
H  -3.612465  -0.700547  0.193008  0.000
C  -1.562696  3.059345  -1.929467  0.193
C  -2.495025  2.056549  -2.294649  0.063
C  -3.310832  2.231288  -3.405835  0.009
C  -3.198380  3.401057  -4.170297  0.198
C  -2.231486  4.367307  -3.864930  0.005
C  -1.400196  4.191273  -2.765995  0.078
S  -0.661467  3.005321  -0.482135  0.371
H  -1.044941  -0.280287  -0.871442  -0.014
H  -2.575209  1.157383  -1.680761  0.009
H  -4.044334  1.462861  -3.668355  0.003
H  -3.873381  3.568079  -5.008815  0.007
H  -2.150980  5.266905  -4.479226  0.002
H  -0.624408  4.911505  -2.505230  -0.001
N  2.482105  3.363274  0.564664  0.168
C  2.810158  2.498834  1.542037  0.034
N  2.478098  1.211832  1.495756  0.094
C  3.066140  0.474708  2.539789  0.268
C  2.913845  -0.901632  2.737768  -0.004
C  3.650839  -1.531318  3.751831  0.104
C  4.513380  -0.778624  4.551469  0.215
C  4.621761  0.613976  4.397305  -0.012
C  3.885397  1.245726  3.390041  0.126
S  3.815455  2.954786  2.919083  -0.014
H  2.626329  4.346128  0.820395  -0.006
H  1.704330  3.176341  -0.108676  0.014
H  2.217757  -1.445589  2.073986  0.017
H  3.545510  -2.612631  3.886002  0.001
H  5.119982  -1.286919  5.296574  -0.001
H  5.289072  1.188003  5.019427  0.005

Forces on atoms 1 to 3 (eV/Å):
-2.0 -0.7 -0.6
0.0 -0.7 0.1
0.2 0.1 -0.3



energy relative to the best compared isomer or geometry (same formula, charge and spin) of number 2 (C24H43EuN2P3S2)?
0.00 kJ/mol